No. 1
Computed, not measured: 2 unconnected molecules or ions with the total composition C4H13NO at a distorted geometry, with ωB97M-V/def2-TZVPD.

Positions of all 19 atoms, in Å:
O1 -0.5686 -2.6947 2.2656
C1 -0.4047 2.1298 -1.0519
N1 0.8996 0.5288 0.2987
H1 -1.0730 -1.1621 -0.2221
C2 -0.4560 0.9435 -0.0994
H2 1.6606 -1.2323 -0.5580
H3 -0.6815 -2.0681 1.5362
H4 -2.1969 -0.1140 -0.9245
H5 2.8084 0.0794 -0.3871
H6 1.3348 1.2395 0.8598
H7 1.6476 0.1380 -1.6806
H8 -0.6930 -0.4516 -1.7592
H9 0.1132 2.9760 -0.5911
H10 0.1271 1.8512 -1.9550
H11 -0.6605 -3.5734 1.8725
H12 -0.9973 1.0934 0.8316
C3 -1.1256 -0.2318 -0.7857
H13 -1.3933 2.5208 -1.3114
C4 1.7638 -0.1587 -0.6178

Computed properties:
charge	-1
LUMO energy (spin up / spin down)	3.9 / 3.8	eV
E_HOMO (spin up / spin down)	0.048 / -0.186	Eh
expectation value of S²	0.75
max |F|	0.0293	hartree/bohr
Kohn-Sham gap (spin up / spin down)	2.64 / 8.88	eV
2S+1	2

---

No. 2
Computed, not measured: a molecular structure, C50H46AsKN4Si2 at a distorted geometry, with ωB97M-V/def2-TZVPD.

Positions of all 104 atoms, in Å:
H1 7.8364 -1.7630 -0.8981
C1 1.5131 -2.9593 0.7743
C2 0.4867 -3.4129 1.6737
K1 -0.1856 -0.3202 0.4037
H2 -2.1735 -1.6421 -5.6948
C3 2.3234 -3.7694 -0.0882
C4 0.3456 3.3067 0.3943
C5 -0.1728 -7.6433 1.6105
N1 1.8552 -1.6637 0.6259
C6 5.7930 -1.1475 -0.7644
C7 4.9536 0.1429 -2.6056
C8 -1.9423 -2.1250 3.9904
H3 1.1579 -5.2106 3.5595
C9 -2.3362 0.1312 6.1445
H4 -4.1383 2.5945 -4.4247
H5 -5.7400 1.8106 5.5141
H6 -1.3119 4.8043 2.2872
H7 1.3874 -0.6831 -2.5282
H8 1.0181 7.0966 -2.2830
H9 -3.8344 3.2074 -1.4808
H10 -2.9791 -0.0950 8.1729
Si1 -2.7660 1.3278 -2.7457
H11 6.3307 0.5174 -4.1998
C10 0.3218 6.5061 -1.6976
H12 -0.5339 2.3992 -2.3525
H13 -1.3765 -0.3407 6.3135
H14 -3.0269 2.0769 -0.3796
H15 4.7681 2.2263 -0.7364
C11 -0.3807 -5.4837 0.5705
C12 3.1601 -2.9064 -0.7534
H16 2.2739 -4.8410 -0.2032
H17 -2.1446 4.2475 0.1551
C13 -0.4711 2.8512 1.4430
H18 -1.3734 7.7646 -2.1284
C14 -1.4178 4.9125 -0.2902
H19 0.7879 -7.6626 3.5315
H20 -1.0862 -7.3034 -0.3028
H21 -2.2744 3.2736 4.2062
C15 -1.2551 -0.9381 3.4763
C16 -0.5911 -6.8537 0.5490
C17 -3.9464 1.5369 -4.2218
C18 4.7428 -0.4494 -1.3612
C19 0.2486 -4.8850 1.6576
As1 -2.3126 -0.8416 -2.1139
C20 -1.8796 6.0563 -0.9177
H22 -1.3119 -0.1065 -5.7562
H23 -1.1424 -3.8395 -3.7463
H24 -4.5908 1.6546 -1.0718
C21 -1.2126 -1.1633 -5.5016
C22 1.5419 2.5751 -0.0335
C23 -3.6401 2.1492 -1.2786
N2 1.6255 1.2686 -0.1560
H25 -0.3360 -8.7145 1.5898
C24 -4.4648 0.8834 6.9720
H26 -0.7914 2.1288 -4.0769
H27 -0.7078 -4.8628 -0.2538
C25 -0.2940 -3.2144 -3.4615
C26 -1.2782 2.4300 -3.1488
C27 0.7844 5.3673 -1.0616
C28 7.2335 -0.6221 -2.6175
H28 5.6250 -1.6187 0.1942
H29 -4.1369 1.5258 3.6623
H30 -0.4570 -1.5983 -6.1631
H31 -1.6449 -4.2284 3.4983
C29 -0.0590 4.5545 -0.2842
Si2 -0.7103 -1.3787 -3.6809
H32 -1.6151 3.4665 -3.2646
C30 -0.3147 -2.6726 2.5282
H33 3.1291 4.2071 -0.1137
H34 0.5687 -3.4953 -4.0729
H35 -5.1718 0.9960 7.7853
C31 -1.3643 -3.1918 3.3919
H36 1.6551 -0.8633 -4.2673
H37 8.2008 -0.6851 -3.1019
H38 3.8861 -3.1595 -1.5099
H39 -4.8954 1.0399 -4.0147
C32 -1.3077 1.5629 3.0257
H40 -0.0441 -3.4335 -2.4225
C33 2.9265 0.9368 -0.4997
N3 -0.5407 1.5960 1.9095
C34 -2.6333 0.5921 4.8594
C35 7.0296 -1.2265 -1.3836
C36 6.1906 0.0564 -3.2290
C37 -1.2452 3.7295 2.3576
C38 -1.0113 6.8804 -1.6182
C39 -3.8800 1.1906 4.6585
N4 -0.2938 -1.2970 2.6537
C40 2.8285 -1.5921 -0.2880
C41 0.6665 -5.6834 2.7190
C42 2.8622 3.1750 -0.2682
H41 0.8670 0.5870 -3.6142
C43 0.4560 -7.0550 2.6976
C44 -4.7805 1.3430 5.7014
C45 0.9551 -0.4920 -3.5090
C46 -1.7293 2.9485 3.3338
C47 3.7037 2.1641 -0.5718
H42 1.8151 5.1016 -1.2084
H43 4.1273 0.6535 -3.0823
C48 -3.2379 0.2715 7.1861
C49 -1.6659 0.4294 3.7471
H44 -2.9411 6.2714 -0.8874
H45 -2.7769 -2.1352 4.6741
C50 3.4221 -0.3381 -0.6882
H46 -3.5273 1.0814 -5.1198

Computed properties:
charge	-2
LUMO energy	3.9	eV
E_HOMO	-0.037	Eh
max |F|	0.0365	hartree/bohr
Kohn-Sham gap	4.92	eV

---

No. 3
Computed, not measured: a molecular structure, C14H23CrN2P at a distorted geometry, with ωB97M-V/def2-TZVPD.

Positions of all 41 atoms, in Å:
H1 3.8073 -1.9002 -0.2678
N1 2.0645 -0.6287 -0.2376
H2 1.3156 -1.5388 2.2963
C1 -0.0806 2.1160 2.1545
H3 0.2719 -2.3773 -2.6741
C2 -1.9216 0.3092 3.4874
C3 -0.8283 -0.1547 -0.7696
C4 0.7158 -1.4331 -2.3159
H4 -1.1987 0.0818 4.2851
H5 1.6172 0.7315 -1.8400
C5 -2.4458 1.4270 -1.7427
C6 -0.4123 -0.4681 -2.0617
P1 -1.0315 0.5889 1.9329
C7 2.0412 0.7404 -0.8447
H6 -2.3701 1.6881 -3.8881
Cr1 0.3464 -0.9684 0.8916
H7 1.0586 -2.5213 -0.4685
H8 1.3604 -1.0555 -3.1165
H9 -2.4801 1.2309 3.7169
H10 -3.2491 0.5026 1.0143
H11 4.1404 -0.1785 -0.3657
C8 -0.9915 0.1648 -3.1890
H12 3.7004 -0.8849 1.1901
H13 -0.6405 -0.0704 -4.1955
C9 3.4969 -0.9262 0.1216
N2 -1.9722 -3.1843 0.8524
H14 -3.2488 2.1614 -1.6129
C10 -1.8734 0.7701 -0.6284
C11 1.5798 -1.7936 -1.1206
H15 0.5448 -1.3796 2.6218
H16 2.4719 -2.3255 -1.4897
H17 -2.6097 -0.5422 3.3428
H18 -2.5788 2.1733 0.8960
H19 -0.7640 2.8434 2.6150
C12 -1.9763 1.1395 -3.0278
H20 0.7777 1.9034 2.8094
C13 -1.1311 -2.3638 0.8461
H21 3.0724 1.0942 -0.9398
H22 1.5131 1.4578 -0.2227
H23 0.2637 2.4690 1.1752
C14 -2.3555 1.1015 0.7699

Computed properties:
LUMO energy (spin up / spin down)	0.3 / 0.1	eV
E_HOMO (spin up / spin down)	-0.238 / -0.303	Eh
expectation value of S²	6.05
max |F|	0.0556	hartree/bohr
Kohn-Sham gap (spin up / spin down)	6.82 / 8.29	eV
2S+1	5

---

No. 4
Computed, not measured: a molecular structure, C10H19MgNOSi at a distorted geometry, with ωB97M-V/def2-TZVPD.

Positions of all 33 atoms, in Å:
H1 -3.0429 0.6634 4.0362
H2 2.1400 -1.2258 -1.7482
H3 -0.0050 3.2458 2.4089
H4 -0.9487 3.4893 3.9018
H5 -0.2199 3.3456 -0.5926
C1 1.3278 -1.5419 -1.0936
Mg1 0.3156 -0.1610 0.5684
C2 -0.0544 -1.5723 -1.4448
Si1 -0.6607 1.0340 3.4174
H6 -1.7694 3.0358 2.3904
H7 -2.1018 0.9854 5.5097
C3 -1.1636 1.9611 -1.6124
H8 1.8385 2.0273 -0.2699
C4 1.4600 -2.0859 0.2205
C5 -0.7848 -2.1041 -0.3391
C6 0.1494 2.4961 -1.2305
H9 -0.0809 -2.9438 1.6213
H10 0.9705 1.2653 5.3213
H11 -1.2664 1.4016 -2.5360
H12 -2.0129 -0.6053 4.7157
H13 -1.8561 -2.3059 -0.3261
N1 0.8975 1.6461 -0.3595
H14 0.7513 2.8462 -2.0956
H15 -1.9502 2.0404 -0.8699
H16 -0.4707 -1.3211 -2.4161
O1 -0.6731 0.1300 2.0958
H17 1.8080 1.3772 3.7561
H18 1.2932 -0.2099 4.3791
C7 -2.0824 0.4769 4.5368
C8 -0.8625 2.8779 2.9916
C9 0.1525 -2.4339 0.6838
C10 1.0113 0.8511 4.3047
H19 2.4001 -2.2982 0.7321

Computed properties:
charge	-2
LUMO energy	5.3	eV
E_HOMO	0.100	Eh
max |F|	0.0609	hartree/bohr
Kohn-Sham gap	2.63	eV

---

No. 5
Computed, not measured: C16H24N2O2 in the gas phase, with ωB97M-V/def2-TZVPD.

Positions of all 44 atoms, in Å:
H1 -1.1595 -0.0035 -1.7631
C1 -3.0750 1.1172 -0.3284
C2 5.2355 -1.6300 -0.5887
C3 -0.2435 0.2154 0.1828
C4 4.1507 0.5190 -0.6505
C5 -2.3526 2.0156 0.6819
H2 -1.0679 -1.4951 -0.8000
H3 -4.1865 -3.2399 -0.7245
H4 -3.7399 -3.4708 1.7415
O1 2.6194 1.0531 1.1885
H5 -2.4886 -3.0006 -0.3227
H6 4.0089 1.4631 -1.1532
C6 3.4870 0.2262 0.5358
H7 0.7205 -0.2700 0.0292
C7 -3.5554 -1.1989 -0.8719
H8 -3.3717 -1.2953 -1.9556
H9 3.1863 -1.2176 2.0725
C8 -1.0283 2.5485 0.1763
H10 1.5976 1.3840 -1.2895
H11 -4.5690 -0.8129 -0.7424
H12 -2.2106 1.4632 1.6116
H13 -3.1727 -1.7951 1.7648
H14 4.7345 -2.8729 1.0831
H15 1.0539 3.0659 -1.0156
C9 -3.4878 -2.5770 -0.2101
H16 1.7534 2.8369 1.3993
H17 -4.8611 -2.1506 1.4003
H18 3.0998 2.8351 0.2404
H19 -4.1401 1.1318 -0.0852
H20 5.5313 -0.1681 -2.1207
C10 3.7073 -1.0078 1.1514
H21 -0.5444 0.0400 1.2198
O2 -0.8456 3.7369 -0.0192
H22 5.9131 -2.3465 -1.0270
C11 2.2291 2.2711 0.5944
C12 4.5740 -1.9238 0.5937
H23 -2.9539 1.5383 -1.3431
C13 1.2173 2.0915 -0.5481
N1 -0.0647 1.6284 -0.0639
C14 -1.2785 -0.4260 -0.7474
C15 -3.8383 -2.4962 1.2696
N2 -2.6300 -0.2610 -0.2532
H24 -2.9741 2.8883 0.8873
C16 5.0200 -0.4096 -1.2003

Computed properties:
LUMO energy	0.8	eV
structure (SMILES)	CCCN1CCC(=O)N(CCOc2ccccc2)CC1
E_HOMO	-0.316	Eh
max |F|	0.0123	hartree/bohr
Kohn-Sham gap	9.39	eV